C15H20Cl2FN3O6S | wB97M-V/def2-TZVPD

Frontier orbital gap = 9.31 eV
SMILES = C[C@@H](Cl)[C@@H](Cl)[C@]1(CC(=O)F)OS(=O)(=O)C[C@H](N)[C@@H]1N.O=[N+]([O-])c1ccccc1
2S+1 = 1
Total energy = -2617.51643 Eh
E_HOMO = -10.10 eV

Last column: natural (NBO) charge in e.
CARTESIAN COORDINATES (ANGSTROEM)
C (-0.365, 0.382, 1.099)  -0.63
C (0.942, 0.099, 0.166)  -0.22
Cl (1.243, -1.704, 0.241)  -0.07
C (0.603, 0.696, -1.276)  -0.22
Cl (1.075, 2.500, -1.198)  -0.04
C (1.414, 0.077, -2.514)  0.27
C (2.975, -0.209, -2.243)  -0.54
C (3.849, 0.949, -2.979)  0.87
O (4.000, 2.095, -2.546)  -0.50
F (4.549, 0.636, -4.208)  -0.37
O (1.404, 1.126, -3.566)  -0.68
S (0.006, 1.083, -4.476)  2.19
O (0.199, 2.108, -5.586)  -0.90
O (-1.253, 1.474, -3.754)  -0.89
C (-0.139, -0.560, -5.380)  -0.62
C (0.955, -1.528, -4.662)  -0.09
N (0.512, -2.939, -4.996)  -0.81
C (0.790, -1.334, -3.067)  -0.11
N (-0.585, -1.597, -2.543)  -0.87
H (-0.215, 0.049, 2.178)  0.23
H (-0.760, 1.449, 0.987)  0.25
H (-1.187, -0.311, 0.664)  0.21
H (1.796, 0.714, 0.641)  0.25
H (-0.533, 0.702, -1.394)  0.28
H (3.295, -0.175, -1.152)  0.28
H (3.363, -1.191, -2.681)  0.25
H (0.082, -0.412, -6.504)  0.29
H (-1.211, -0.943, -5.270)  0.26
H (2.018, -1.362, -5.038)  0.24
H (1.005, -3.522, -4.284)  0.35
H (-0.490, -3.056, -4.738)  0.35
H (1.454, -2.149, -2.580)  0.23
H (-0.865, -2.576, -2.662)  0.38
H (-1.279, -0.932, -2.907)  0.38
C (-2.903, 0.216, 7.915)  -0.17
C (-1.517, 0.142, 7.811)  -0.21
C (-0.886, 0.519, 6.630)  -0.21
C (-1.654, 0.974, 5.560)  0.08
C (-3.043, 1.043, 5.655)  -0.21
C (-3.665, 0.662, 6.839)  -0.21
N (-0.993, 1.396, 4.323)  0.51
O (0.227, 1.304, 4.269)  -0.38
O (-1.695, 1.821, 3.417)  -0.37
H (-3.392, -0.074, 8.841)  0.22
H (-0.928, -0.207, 8.653)  0.22
H (0.195, 0.457, 6.562)  0.25
H (-3.648, 1.392, 4.825)  0.25
H (-4.746, 0.714, 6.925)  0.22

Cartesian forces, eV/Å:
C -0.486 -1.196 -1.149
C -1.358 1.995 1.327
Cl 0.188 1.045 -0.182
C 0.440 -0.053 0.507
Cl -0.492 -1.314 0.358
C -0.058 -0.821 0.304
C 1.533 0.948 -1.210
C 0.947 3.749 1.147
O -0.575 -4.880 -1.736
F -1.757 -0.202 2.429
O -2.219 -2.032 -0.918
S -2.625 6.083 -4.126
O 0.685 -3.369 3.120
O 3.200 -2.529 -0.151
C 1.409 -0.828 0.386
C -2.126 -0.171 0.118
N 0.572 0.469 1.348
C 0.712 -0.556 0.783
N 0.877 0.571 -0.705
H 0.074 0.760 -1.578
H 0.953 -1.443 0.385
H 1.220 1.092 0.694
H -0.973 -1.510 -0.985
H 1.827 -0.175 -0.288
H -0.691 0.100 -1.433
H -0.963 1.245 0.576
H -0.247 0.212 2.061
H 1.593 0.673 0.164
H -1.493 -0.063 0.527
H -0.378 0.183 -1.003
H 0.955 0.357 -0.355
H -1.086 1.353 -0.760
H 0.129 0.791 0.012
H 0.286 -0.589 0.163
C 0.012 0.008 -0.031
C -0.178 0.078 -0.182
C 0.096 -0.004 0.014
C -0.380 -0.256 0.737
C -0.084 0.037 -0.064
C 0.274 -0.029 0.022
N 0.221 0.240 -0.455
O -0.601 0.042 0.044
O 0.309 -0.177 0.566
H 0.060 0.029 -0.117
H -0.034 0.048 -0.137
H -0.171 0.094 -0.183
H 0.269 -0.014 0.017
H 0.133 0.010 -0.060

---

C15H20Cl2IrN2Se | wB97M-V/def2-TZVPD

<S²> = 6.06
ΔE to the lowest compared entry with this formula, charge and spin = 42.5 kJ/mol
Frontier orbital gap (alpha / beta) = 3.21 / 5.94 eV
Charge = -1
2S+1 = 5
Total energy = -4119.11837 Eh
E_HOMO (alpha / beta) = -0.48 / -4.45 eV

Last column: Mulliken spin population.
CARTESIAN COORDINATES (ANGSTROEM)
Ir (0.444, -0.571, -1.824)  1.22
Cl (0.987, 1.503, -2.802)  0.10
Cl (-0.209, -1.766, 0.086)  0.12
C (-1.136, -0.932, -2.698)  0.73
H (-1.925, -1.604, -2.319)  0.02
H (-1.408, -0.549, -3.706)  0.02
C (2.798, -0.852, -0.731)  0.39
C (2.252, -1.445, -1.822)  -0.19
H (2.467, -1.159, 0.257)  0.00
C (2.769, -1.091, -3.271)  0.04
H (1.977, -2.522, -1.749)  0.04
C (4.149, -0.476, -3.309)  0.01
H (2.660, -1.967, -3.909)  0.01
H (2.027, -0.383, -3.689)  -0.02
C (4.349, 0.554, -2.221)  0.01
H (4.925, -1.238, -3.247)  0.00
H (4.270, -0.021, -4.290)  0.00
C (3.965, 0.044, -0.815)  -0.02
H (5.389, 0.890, -2.246)  0.00
H (3.725, 1.416, -2.451)  0.00
H (4.865, -0.420, -0.384)  0.03
H (3.737, 0.913, -0.189)  0.01
C (-3.303, 0.643, -0.055)  0.05
N (-2.581, 0.930, 1.166)  0.01
C (-1.283, 1.323, 1.222)  0.36
Se (-0.162, 1.614, -0.251)  0.49
N (-0.987, 1.448, 2.549)  0.02
C (-2.074, 1.056, 3.338)  -0.06
C (-2.155, 0.733, 4.689)  0.31
C (-3.315, 0.073, 5.114)  0.00
C (-4.346, -0.253, 4.215)  0.01
C (-4.249, 0.080, 2.858)  0.29
C (-3.093, 0.735, 2.454)  -0.06
H (-3.061, -0.352, -0.438)  -0.02
H (-3.042, 1.389, -0.808)  -0.01
H (-4.368, 0.694, 0.176)  0.00
H (-0.072, 1.715, 2.897)  -0.01
H (-1.330, 0.996, 5.347)  0.03
H (-3.425, -0.211, 6.162)  0.01
H (-5.224, -0.782, 4.579)  0.02
H (-5.008, -0.154, 2.116)  0.04

Cartesian forces, eV/Å:
Ir -0.123 2.041 3.081
Cl 0.038 -0.035 -0.989
Cl -0.098 -0.247 -0.403
C -3.084 -0.372 -2.016
H 0.536 0.191 0.172
H 0.467 -0.031 0.534
C 0.078 0.021 0.647
C 2.267 -2.909 -2.937
H 0.125 -0.088 -0.101
C -0.892 -0.322 0.688
H -0.191 0.673 0.250
C 0.061 -0.225 -0.358
H 0.299 -0.229 0.069
H 0.753 -0.285 -0.059
C -0.381 0.230 0.183
H 0.043 -0.300 0.153
H 0.176 0.203 -0.123
C 0.573 1.381 -0.172
H -0.041 0.033 0.222
H -0.019 0.047 -0.003
H -0.341 -0.242 0.207
H 0.290 0.089 0.091
C -0.025 0.064 0.148
N -0.606 -0.081 0.672
C 0.102 -0.191 -0.033
Se -0.339 0.934 0.607
N -0.312 -0.055 0.776
C 0.950 0.019 -0.679
C 0.867 0.654 0.421
C -1.488 -0.603 -0.241
C 0.658 0.200 1.332
C -0.791 0.004 -0.737
C 0.875 -0.123 -1.234
H 0.055 0.067 0.060
H -0.023 -0.129 0.043
H 0.049 0.036 -0.121
H -0.460 -0.242 -0.262
H -0.244 -0.176 0.050
H 0.039 0.056 -0.240
H 0.144 0.085 -0.012
H 0.011 -0.142 0.313